# C18H20N4O2

A structure of composition C18H20N4O2 at a distorted geometry (the ωB97M-V functional and the def2-TZVPD basis, OMol25).

```
44
Properties=species:S:1:pos:R:3:mulliken_charge:R:1
C -6.27 -0.10 0.57 -1.06
C -4.79 0.06 -0.14 0.21
H -4.64 1.21 -0.46 0.20
H -4.82 -0.56 -1.07 0.20
C -3.82 -0.52 0.69 -1.38
N -2.59 -0.27 0.32 0.58
C -1.87 0.82 0.50 -0.02
C -0.64 0.76 -0.53 0.15
C -0.75 -0.56 -1.02 0.31
C -1.83 -1.17 -0.50 -0.12
C -2.48 -2.29 -0.70 -1.39
H -3.49 -2.37 -1.31 0.17
H -2.51 -3.21 0.12 0.25
H -1.70 -2.96 -1.30 0.34
H 0.04 -1.12 -1.61 0.11
C 0.36 1.67 -0.47 0.71
O 0.58 2.57 0.09 -0.46
C 1.44 1.34 -1.62 -0.96
N 2.84 1.15 -1.15 0.65
N 3.47 2.12 -0.61 -0.38
N 4.53 1.92 -0.22 -0.60
C 4.92 0.77 0.34 0.19
C 6.24 0.66 0.94 -0.37
C 6.65 -0.66 1.37 -0.83
C 6.00 -1.68 0.58 -0.12
C 4.90 -1.72 0.12 -0.04
C 4.33 -0.66 -0.19 0.66
C 3.10 -0.14 -0.94 0.09
O 2.28 -1.23 -1.23 -0.69
H 4.28 -2.65 -0.09 0.30
H 6.40 -2.72 1.02 0.21
H 7.62 -0.85 1.60 0.46
H 6.81 1.48 1.18 0.49
H 1.14 0.45 -2.36 0.45
H 1.59 2.25 -2.26 0.33
C -2.17 2.36 1.11 -1.27
H -3.16 2.51 0.57 0.17
H -2.27 1.97 2.41 0.21
H -1.50 2.99 0.93 0.79
H -4.02 0.39 1.84 0.21
H -3.90 -1.47 1.28 0.39
H -6.56 0.59 1.62 0.24
H -6.59 -1.18 0.79 0.29
H -7.15 0.06 -0.19 0.35
```

Values from the calculation:
max |F|	0.3730	Eh/bohr
energy above the lowest of the compared OMol25 structures with the same formula, charge and spin	430.3	kcal/mol
E_HOMO	-7.78	eV
orbital gap	7.59	eV
net charge	0
E	-1066.76670	hartree
lowest unoccupied orbital energy	-0.19	eV
multiplicity	1